Formula: C25H40NOPSn
Source: the OMol25 dataset
Level of theory: ωB97M-V/def2-TZVPD

Results
- 2S+1: 1
- Frontier orbital gap (spin up / spin down): 0.1782 / 0.1767 hartree
- Charge: +2
- HOMO (spin up / spin down): -13.4 / -13.5 eV

The geometry in XYZ format:
```
69
C25H40NOPSn (ωB97M-V/def2-TZVPD)
C 4.426 2.120 0.185
C 3.707 2.118 -1.017
C 2.419 1.548 -1.091
C 1.851 1.051 0.084
C 2.665 0.816 1.208
C 3.914 1.450 1.297
C 1.681 1.636 -2.402
C 1.625 0.385 -3.338
N 1.494 -0.945 -2.822
Sn -0.300 1.620 0.754
C 2.198 0.028 2.412
P 1.293 -1.520 1.945
H 4.130 2.608 -1.899
H 4.474 1.412 2.238
H 5.378 2.640 0.256
H 1.515 0.628 3.040
H 3.060 -0.276 3.023
H 0.656 1.991 -2.218
H 2.189 2.404 -3.007
H 0.755 0.528 -4.000
C 0.687 -1.929 3.638
C 2.739 -2.670 1.876
H 2.542 0.396 -3.954
C 2.609 -1.610 -2.222
C 0.303 -1.715 -3.041
H -1.103 -1.037 2.009
H 3.228 -2.121 -2.973
H 3.236 -0.885 -1.688
H 2.243 -2.362 -1.510
H 0.327 -2.264 -3.998
H 0.174 -2.448 -2.234
H -0.588 -1.054 -3.060
H 3.198 -2.825 2.853
H 2.368 -3.632 1.500
H 3.485 -2.304 1.167
H 1.507 -2.048 4.359
H 0.010 -1.139 3.986
H 0.117 -2.855 3.573
H -1.453 -0.847 1.376
C -4.123 2.786 2.454
C -3.463 1.706 1.591
C -3.679 0.336 2.247
C -3.921 1.695 0.129
C -5.275 1.483 -0.097
C -5.799 1.389 -1.384
C -4.934 1.439 -2.481
C -3.568 1.601 -2.299
C -2.651 1.627 -3.521
C -2.959 0.524 -4.532
C -2.747 2.982 -4.219
C -3.037 1.775 -0.990
O -1.725 1.965 -0.869
H -5.167 2.541 2.659
H -4.064 3.756 1.951
H -3.587 2.869 3.403
H -2.386 1.961 1.645
H -4.728 0.176 2.530
H -3.393 -0.482 1.577
H -3.062 0.255 3.147
H -5.945 1.366 0.756
H -6.861 1.248 -1.526
H -5.346 1.316 -3.484
H -1.631 1.487 -3.143
H -3.945 0.673 -4.991
H -2.214 0.534 -5.337
H -2.943 -0.465 -4.062
H -2.527 3.790 -3.512
H -2.049 3.045 -5.059
H -3.765 3.128 -4.603
```